{"formula": "C35H39O18Si", "method": "ωB97M-V with the def2-TZVPD basis set", "symbols": ["C", "C", "C", "C", "C", "C", "C", "C", "C", "C", "Si", "C", "O", "O", "H", "H", "H", "H", "H", "H", "H", "H", "H", "H", "H", "H", "H", "H", "H", "H", "H", "H", "H", "H", "H", "H", "H", "C", "C", "C", "O", "C", "C", "C", "O", "O", "O", "H", "H", "H", "H", "C", "C", "C", "O", "C", "C", "C", "O", "O", "O", "H", "H", "H", "H", "C", "C", "C", "O", "C", "C", "C", "O", "O", "O", "H", "H", "H", "H", "C", "C", "C", "O", "C", "C", "C", "O", "O", "O", "H", "H", "H", "H"], "positions_angstrom": [[4.38586, 1.09844, -4.00576], [3.88640, 2.48591, -3.61054], [3.44913, 2.55388, -2.13531], [2.03161, 3.05450, -1.88754], [1.69808, 4.44396, -2.46442], [0.32456, 4.47374, -3.13589], [0.24367, 3.69164, -4.45993], [-1.05328, 2.89054, -4.62694], [-0.96129, 1.45853, -4.04374], [-1.59048, 1.27483, -2.65434], [-0.82160, -0.22744, -1.77333], [-0.37484, -1.57058, -3.06463], [-1.27140, -1.81485, -3.88240], [0.74651, -2.09993, -2.96381], [5.04375, 0.70053, -3.23372], [4.97406, 1.13288, -4.92348], [3.56614, 0.39850, -4.15806], [4.71634, 3.18033, -3.75797], [3.09179, 2.81308, -4.27460], [4.15382, 3.15709, -1.55858], [3.52594, 1.54636, -1.72215], [1.30130, 2.33270, -2.25657], [1.87763, 3.08575, -0.80750], [1.63763, 5.14070, -1.62245], [2.46492, 4.82437, -3.13712], [0.05887, 5.51170, -3.35368], [-0.42711, 4.10301, -2.43918], [0.31984, 4.40635, -5.28119], [1.07924, 3.00149, -4.55321], [-1.87507, 3.43175, -4.15414], [-1.28522, 2.79334, -5.68831], [-1.45282, 0.76292, -4.71448], [0.09907, 1.20947, -3.97614], [-1.46764, 2.15714, -2.02377], [-2.66011, 1.07769, -2.73428], [0.41984, 0.24422, -1.09298], [-1.80422, -0.71340, -0.78872], [-3.08045, -4.82912, 0.49767], [-3.03516, -5.79458, 1.42389], [-3.01804, -5.49046, 2.90046], [-2.99677, -6.44119, 3.66474], [-3.02292, -4.10518, 3.32343], [-3.06245, -3.13737, 2.39816], [-3.11112, -3.43985, 0.92301], [-3.16118, -2.49069, 0.16878], [-3.06662, -1.84265, 2.68245], [-3.00355, -7.09101, 1.13612], [-3.08996, -5.03382, -0.56383], [-2.99446, -3.89888, 4.38048], [-3.08424, -1.38172, 1.81804], [-2.96445, -7.55444, 1.99403], [1.48325, -7.23359, -2.55878], [1.11120, -7.93141, -1.48344], [0.75173, -7.27006, -0.18261], [0.41708, -8.01555, 0.73336], [0.82528, -5.84199, -0.09715], [1.19034, -5.10294, -1.17418], [1.54948, -5.77254, -2.49306], [1.89978, -5.08691, -3.42256], [1.24938, -3.80462, -1.11855], [1.02694, -9.26242, -1.44827], [1.75034, -7.70497, -3.49407], [0.57022, -5.38164, 0.84705], [1.40396, -3.36741, -2.00567], [0.72973, -9.46857, -0.53976], [5.23250, 7.42496, -0.70801], [5.29419, 8.20072, 0.38175], [4.22157, 9.20806, 0.71344], [4.36861, 9.85421, 1.73603], [3.09793, 9.34836, -0.18835], [3.03348, 8.57277, -1.28077], [4.10001, 7.55538, -1.60581], [3.94096, 6.89864, -2.61468], [2.04689, 8.62097, -2.15888], [6.28647, 8.15939, 1.26052], [5.99472, 6.69899, -0.95287], [2.33870, 10.07818, 0.05378], [2.24545, 7.93814, -2.83097], [6.06509, 8.82004, 1.94525], [-4.90740, -3.72636, 9.45587], [-4.79823, -4.37549, 8.28764], [-4.85109, -3.65468, 6.96301], [-4.73102, -4.33849, 5.96460], [-5.03992, -2.21762, 6.95765], [-5.14991, -1.57089, 8.12613], [-5.08102, -2.28848, 9.45203], [-5.17837, -1.60527, 10.45566], [-5.32585, -0.26208, 8.22843], [-4.63360, -5.68330, 8.18460], [-4.86934, -4.23230, 10.40993], [-5.08475, -1.71271, 6.00257], [-5.36475, -0.06876, 9.18516], [-4.56958, -5.87792, 7.22738]], "forces_ev_per_angstrom": [[0.007, 0.060, -0.166], [0.535, 0.011, 0.280], [-0.124, -0.231, -0.099], [0.005, 0.209, -0.053], [-0.469, -0.050, 0.478], [0.233, 0.058, -0.350], [-0.437, 0.172, 0.071], [0.192, -0.436, 0.008], [-0.280, 0.749, 0.402], [0.146, -0.454, 0.157], [0.081, 0.415, -0.434], [-0.704, 0.210, 0.296], [-0.402, -0.018, -0.372], [1.316, -0.554, -0.020], [-0.008, -0.072, 0.082], [-0.077, 0.007, -0.125], [-0.047, -0.094, 0.111], [-0.065, 0.167, -0.085], [-0.113, -0.010, -0.080], [0.045, 0.130, -0.034], [-0.059, -0.041, 0.110], [0.091, -0.148, -0.136], [-0.108, -0.068, 0.059], [0.245, 0.182, -0.044], [0.102, -0.099, -0.115], [-0.110, 0.074, 0.127], [0.005, -0.070, 0.109], [0.179, 0.022, -0.074], [0.120, -0.023, -0.031], [-0.148, 0.048, -0.081], [-0.028, 0.153, -0.089], [0.218, -0.269, -0.071], [0.075, -0.278, -0.258], [0.015, 0.107, 0.020], [-0.118, 0.143, -0.091], [-0.067, 0.027, 0.193], [0.038, -0.006, 0.273], [-0.025, 0.113, -0.103], [0.015, -0.077, -0.153], [0.007, 0.216, 0.145], [-0.002, -0.082, -0.045], [0.091, -0.076, 0.057], [0.024, -0.010, 0.156], [0.108, -0.339, -0.237], [-0.202, 0.077, 0.092], [-0.023, 0.031, 0.003], [-0.069, 0.046, 0.004], [0.024, -0.011, 0.003], [-0.020, 0.021, 0.033], [0.027, -0.010, -0.065], [0.067, -0.008, 0.044], [-0.017, 0.073, -0.071], [0.040, -0.084, -0.167], [-0.022, 0.330, 0.153], [0.002, -0.143, 0.013], [-0.038, -0.221, 0.105], [-0.121, 0.161, 0.125], [0.048, -0.234, 0.023], [0.104, 0.110, -0.015], [0.332, -0.355, 0.042], [0.012, -0.051, -0.039], [-0.018, 0.003, -0.012], [-0.002, 0.075, -0.019], [-0.574, 0.386, -0.154], [-0.029, 0.050, 0.078], [0.011, -0.080, -0.119], [0.083, -0.115, -0.059], [-0.262, 0.085, -0.143], [0.112, -0.003, 0.070], [0.003, 0.102, 0.110], [-0.111, 0.085, 0.086], [0.231, -0.091, 0.171], [-0.006, 0.043, -0.157], [-0.010, -0.001, -0.025], [0.020, 0.000, 0.016], [0.002, -0.008, 0.025], [-0.021, -0.016, -0.014], [0.020, -0.055, -0.002], [-0.045, 0.036, 0.021], [-0.021, 0.066, 0.137], [0.022, -0.055, 0.151], [-0.043, 0.276, -0.074], [-0.064, -0.104, 0.044], [0.005, -0.043, -0.132], [0.005, 0.020, -0.151], [0.033, -0.305, 0.068], [-0.031, 0.133, 0.002], [-0.004, 0.035, 0.009], [0.000, -0.014, -0.010], [0.013, -0.020, -0.009], [0.014, 0.019, 0.012], [0.008, -0.024, 0.052], [0.015, 0.020, -0.048]], "mulliken_charge": [-1.478, 0.019, -1.015, 0.092, -0.259, -0.849, -0.329, -1.087, -0.521, -0.722, 0.409, 0.607, -0.686, -0.876, 0.375, 0.393, 0.297, 0.231, 0.129, 0.292, 0.527, -0.427, 0.405, 0.265, 0.248, 0.350, 0.280, 0.456, 0.018, 0.428, 0.407, 0.593, 0.129, 0.191, 0.549, -0.212, -0.289, -0.926, 0.331, 1.080, -0.684, -1.153, 0.421, 1.049, -0.611, -0.606, -0.591, 0.478, 0.448, 0.360, 0.366, -1.096, 0.300, 1.154, -0.745, -0.891, 0.571, 0.816, -0.522, -0.472, -0.607, 0.415, 0.498, 0.309, 0.366, -1.090, 0.385, 1.052, -0.642, -0.933, 0.331, 1.074, -0.609, -0.602, -0.588, 0.454, 0.423, 0.362, 0.367, -0.992, 0.304, 1.085, -0.578, -1.114, 0.445, 1.020, -0.638, -0.579, -0.582, 0.421, 0.488, 0.365, 0.369], "homo_energy_ev": -4.4, "gap_ha": 0.1514, "charge": -1, "e_lumo_ev": -0.316, "total_energy_ev": -81660.35018}

***

{"formula": "C35H40ClCoN6OP", "method": "ωB97M-V with the def2-TZVPD basis set", "symbols": ["Co", "N", "C", "C", "C", "C", "C", "C", "C", "C", "C", "C", "C", "C", "N", "C", "C", "C", "C", "N", "H", "H", "H", "H", "H", "H", "H", "H", "H", "H", "Cl", "C", "C", "C", "C", "C", "C", "C", "H", "H", "H", "H", "H", "H", "O", "P", "N", "C", "C", "C", "C", "N", "C", "C", "C", "C", "N", "C", "C", "C", "C", "H", "H", "H", "H", "H", "H", "H", "H", "H", "H", "H", "H", "H", "H", "H", "H", "H", "H", "H", "H", "H", "H", "H", "H"], "positions_angstrom": [[-0.32253, -0.03327, 0.01792], [6.83247, -0.13944, 7.16222], [6.02635, -0.17711, 6.34468], [5.01605, -0.22149, 5.32419], [4.82682, 0.87652, 4.48752], [3.85596, 0.82717, 3.50339], [3.05757, -0.30477, 3.35586], [3.25054, -1.39680, 4.19748], [4.23016, -1.36195, 5.17436], [2.00724, -0.33875, 2.30097], [2.45312, -0.26912, 0.98362], [3.80272, -0.33507, 0.53155], [3.77679, -0.31095, -0.84115], [2.41592, -0.22805, -1.20579], [1.62736, -0.20458, -0.13953], [0.67460, -0.44804, 2.75205], [0.23513, -0.49422, 4.09759], [-1.13950, -0.64830, 4.07378], [-1.50234, -0.68338, 2.71925], [-0.43612, -0.55778, 1.92578], [5.44183, 1.75724, 4.61137], [3.70680, 1.67401, 2.84494], [2.63781, -2.28092, 4.07642], [4.39104, -2.21246, 5.82243], [4.67270, -0.41826, 1.16272], [4.61657, -0.35645, -1.51491], [1.99703, -0.18290, -2.20231], [0.86236, -0.42209, 4.97109], [-1.80332, -0.73765, 4.91847], [-2.49410, -0.78754, 2.30000], [0.06800, -3.77381, -1.67118], [-0.04999, -2.28230, -2.51641], [0.76584, -2.05548, -3.59990], [0.70004, -0.84472, -4.28601], [-0.19901, 0.14991, -3.88185], [-1.02418, -0.06180, -2.81112], [-0.99482, -1.29450, -2.07073], [-1.82241, -1.49580, -0.96882], [1.45690, -2.82624, -3.91227], [1.34819, -0.68106, -5.13614], [-0.24488, 1.08557, -4.42301], [-1.72416, 0.70232, -2.49559], [-1.84071, -2.43091, -0.43146], [-2.61043, -0.78270, -0.74390], [-0.91666, 1.79192, -0.21907], [-1.79814, 2.86831, 0.37678], [-2.13143, 3.96496, -0.78225], [-3.28322, 4.88576, -0.76782], [-3.07495, 5.70129, -2.03776], [-1.55510, 5.84900, -2.09636], [-1.04993, 4.47593, -1.65485], [-1.00612, 3.56122, 1.62138], [-1.20033, 4.94688, 2.07389], [-0.09544, 5.12699, 3.11262], [0.02600, 3.73402, 3.73026], [-0.12529, 2.80309, 2.53117], [-3.21676, 2.28028, 0.93210], [-3.73380, 2.46563, 2.30281], [-5.02888, 1.63370, 2.33279], [-4.96837, 0.74938, 1.08223], [-4.21331, 1.62045, 0.08827], [-3.26632, 5.53757, 0.11211], [-4.22300, 4.33659, -0.76613], [-3.60268, 6.65256, -2.00873], [-3.43518, 5.13802, -2.90129], [-1.22734, 6.61442, -1.38960], [-1.18510, 6.12675, -3.08136], [-0.10189, 4.53079, -1.11567], [-0.91180, 3.80179, -2.50283], [-2.18726, 5.08794, 2.52793], [-1.10720, 5.64461, 1.24012], [-0.33377, 5.90331, 3.83699], [0.83668, 5.40236, 2.61509], [-0.78788, 3.56405, 4.43898], [0.96539, 3.57374, 4.25702], [-0.56197, 1.84292, 2.80608], [0.83658, 2.61156, 2.04530], [-3.93628, 3.51718, 2.51416], [-3.00276, 2.10770, 3.02980], [-5.89906, 2.28837, 2.28754], [-5.10784, 1.05174, 3.24897], [-5.95315, 0.45921, 0.72057], [-4.39934, -0.16207, 1.28147], [-4.88821, 2.34535, -0.38000], [-3.73319, 1.05907, -0.71537]], "forces_ev_per_angstrom": [[0.235, 0.097, 0.039], [-0.033, 0.000, -0.035], [0.082, 0.005, 0.084], [-0.069, 0.006, -0.081], [0.011, -0.026, 0.034], [-0.023, 0.011, -0.023], [0.014, 0.009, 0.005], [0.007, -0.027, 0.002], [0.008, 0.014, 0.002], [-0.017, 0.007, 0.043], [0.033, -0.004, -0.048], [-0.004, -0.006, 0.062], [-0.017, -0.005, -0.042], [0.067, 0.061, -0.012], [-0.098, -0.074, 0.103], [0.010, -0.089, 0.084], [0.030, 0.014, -0.053], [-0.031, 0.012, -0.003], [-0.002, 0.073, 0.056], [0.033, -0.075, -0.096], [-0.002, -0.003, 0.000], [0.008, -0.007, 0.011], [0.007, 0.009, 0.002], [-0.003, 0.002, -0.005], [-0.019, -0.002, -0.003], [-0.019, 0.003, 0.006], [0.087, 0.054, 0.135], [-0.003, -0.006, -0.014], [0.007, -0.004, -0.019], [0.034, -0.015, 0.016], [0.030, -0.022, 0.024], [-0.068, 0.124, 0.066], [-0.047, -0.002, -0.109], [-0.079, -0.070, -0.031], [0.064, 0.003, -0.091], [-0.151, -0.161, 0.028], [0.357, 0.135, -0.166], [-0.348, 0.019, 0.219], [0.003, 0.001, 0.013], [-0.008, 0.009, 0.001], [-0.005, -0.009, 0.007], [0.009, 0.000, -0.008], [0.043, -0.033, -0.027], [0.002, 0.002, -0.081], [-0.122, -0.122, -0.243], [0.134, 0.010, 0.169], [-0.001, -0.005, 0.030], [0.017, -0.001, 0.018], [0.004, 0.003, -0.013], [-0.009, 0.004, -0.002], [-0.005, -0.010, -0.009], [-0.079, -0.021, -0.073], [0.037, 0.026, -0.002], [-0.003, -0.011, 0.001], [0.007, 0.010, 0.004], [0.014, 0.006, 0.025], [-0.125, 0.187, -0.002], [0.046, -0.066, 0.000], [0.015, -0.025, 0.004], [-0.001, -0.003, 0.007], [0.016, -0.056, -0.036], [-0.007, -0.002, -0.004], [-0.001, -0.004, -0.003], [0.010, 0.004, 0.004], [0.009, 0.003, 0.004], [-0.012, -0.001, 0.002], [-0.003, -0.006, 0.000], [-0.002, -0.003, -0.001], [-0.008, 0.007, -0.005], [0.002, -0.005, 0.012], [-0.003, -0.005, 0.004], [-0.003, -0.004, 0.003], [0.001, -0.012, -0.002], [-0.006, 0.006, -0.010], [-0.001, 0.009, -0.002], [-0.021, 0.026, 0.009], [-0.001, -0.002, -0.003], [-0.011, -0.001, 0.019], [0.003, -0.011, -0.012], [0.005, 0.010, -0.032], [-0.015, 0.006, 0.006], [0.002, -0.008, 0.011], [-0.021, 0.023, -0.011], [-0.012, -0.003, 0.017], [0.011, 0.014, 0.018]], "mulliken_charge": [0.459, -0.492, -0.141, 0.526, -0.874, -0.263, 0.585, 0.012, -0.960, 0.466, 0.323, -0.670, -1.589, -0.179, 0.464, -0.345, -0.365, -1.661, -0.216, 0.338, 0.469, 0.521, 0.547, 0.469, 0.583, 0.474, 0.561, 0.633, 0.488, 0.471, -0.179, 0.476, -0.409, -0.572, -0.783, 0.375, 0.450, -1.852, 0.431, 0.404, 0.434, 0.257, 0.335, 0.611, -0.388, -1.743, 0.324, -0.226, -0.776, -0.678, -0.369, 0.543, -0.292, -0.924, -0.778, 0.901, 1.219, -0.204, -0.783, -0.513, -0.645, 0.261, 0.117, 0.399, 0.323, 0.282, 0.393, 0.308, 0.246, 0.229, 0.185, 0.435, 0.323, 0.317, 0.409, -0.720, 0.092, 0.218, 0.169, 0.321, 0.385, 0.489, 0.064, 0.354, 0.119], "homo_energy_ev": [-10.3, -10.3], "gap_ha": [0.2548, 0.2097], "s_squared": 6.05, "spin_multiplicity": 5, "charge": 1, "e_lumo_ev": [-3.413, -4.635], "total_energy_ev": -107367.58166}

***

Number 1: strongest force on any atom 1.4 eV/A. Number 2: strongest force on any atom 0.4 eV/A.